Below is one molecule with the formula C4H6NP at a distorted geometry, with properties calculated with ωB97M-V/def2-TZVPD.

Geometry as XYZ:
```
12
Properties=species:S:1:pos:R:3:mulliken_charge:R:1
C 0.063 0.461 -1.499 -1.253
C -0.088 0.073 -0.041 0.685
C -0.536 1.062 0.984 -1.109
N 0.348 -1.078 0.403 -0.212
C 0.685 -2.249 0.715 0.231
P 1.370 -3.708 1.161 -0.351
H -0.316 -0.390 -2.189 0.286
H 1.069 0.583 -1.733 0.332
H -0.324 1.364 -1.592 0.456
H -0.581 2.102 0.695 0.387
H -0.002 0.850 1.971 0.306
H -1.686 0.930 1.123 0.242
```

## Properties
relative energy (zero: lowest compared OMol25 entry of this formula, charge and spin): 2.321 eV
HOMO-LUMO gap: 6.74 eV
largest force on an atom: 5.53 eV/Å
HOMO level: -7.404 eV
multiplicity: 1
total energy: -15020.8237 eV
total charge: 0

Below is C27H21Br2FIrN4O as an isolated structure at a distorted geometry, with properties calculated with ωB97M-V/def2-TZVPD.

Geometry as XYZ:
```
57
Properties=species:S:1:pos:R:3:mulliken_charge:R:1
Ir 0.192 -0.049 -0.159 1.477
N 1.038 -3.317 -0.110 -0.062
C 0.026 -3.064 0.843 0.601
C -0.528 -4.097 1.603 -0.638
C -1.501 -3.879 2.576 -0.586
C -2.010 -2.592 2.651 -1.018
C -1.501 -1.595 1.848 -0.307
N -0.539 -1.818 0.879 0.427
C 1.499 -2.713 -1.259 0.513
C 2.100 -3.467 -2.275 -1.097
C 2.539 -2.776 -3.416 -0.315
C 2.489 -1.381 -3.504 -1.006
C 1.946 -0.772 -2.398 0.166
N 1.463 -1.340 -1.291 0.050
H 1.168 -4.333 -0.038 0.222
H -0.133 -5.107 1.483 0.370
H -1.719 -4.718 3.204 0.485
H -2.675 -2.302 3.408 0.566
H -1.736 -0.514 2.062 0.430
H 2.274 -4.518 -2.140 0.459
H 3.108 -3.379 -4.128 0.386
H 2.944 -0.778 -4.238 0.508
H 1.893 0.329 -2.391 0.347
C 1.871 -0.038 2.885 -1.098
C 1.785 1.386 2.304 0.878
C 2.282 2.443 3.003 -1.003
C 2.319 3.700 2.470 -0.626
C 1.832 3.885 1.189 0.745
C 1.775 5.129 0.544 -0.025
Br 2.644 6.589 1.316 -0.067
C 1.137 5.204 -0.746 -0.348
C 0.614 4.137 -1.350 -0.137
Br -0.250 4.447 -2.939 -0.044
C 0.735 2.810 -0.790 0.790
O 0.227 1.770 -1.398 -0.546
C 1.296 2.699 0.482 0.164
N 1.281 1.489 1.085 -0.676
H 0.827 -0.348 3.127 0.159
H 2.458 -0.135 3.825 0.456
H 2.305 -0.653 2.094 0.261
H 2.668 2.127 4.046 0.334
H 2.704 4.596 3.051 0.304
H 1.093 6.213 -1.222 0.387
F -4.829 0.614 1.440 -0.359
C -4.143 0.431 0.290 0.393
C -3.387 1.499 -0.176 -0.708
C -2.616 1.200 -1.326 -0.213
C -2.577 -0.101 -1.875 0.963
C -1.773 -0.451 -2.915 -1.569
C -3.425 -1.134 -1.352 -0.459
C -4.209 -0.871 -0.241 -0.744
H -3.421 2.439 0.383 0.510
H -2.045 1.873 -1.923 0.511
H -1.283 0.301 -3.500 0.342
H -1.876 -1.409 -3.323 0.407
H -3.484 -2.090 -1.853 0.424
H -4.871 -1.568 0.187 0.618
```

## Properties
relative energy (zero: lowest compared OMol25 entry of this formula, charge and spin): 0.000 eV
HOMO-LUMO gap (alpha / beta): 5.39 / 5.63 eV
largest force on an atom: 4.06 eV/Å
HOMO level (alpha / beta): -12.098 / -14.241 eV
multiplicity: 6
total energy: -181970.6324 eV
total charge: +2

Below is C12H21F6LiN3P as an isolated structure at a distorted geometry, with properties calculated with ωB97M-V/def2-TZVPD.

Geometry as XYZ:
```
44
Properties=species:S:1:pos:R:3:mulliken_charge:R:1
Li -0.561 -1.887 -0.256 1.062
P -1.308 -4.618 -0.679 1.172
F -2.094 -3.991 0.611 -0.205
F -1.028 -6.055 0.117 -0.254
F -2.681 -5.319 -1.299 -0.298
F -0.493 -4.911 -2.117 -0.100
F -1.572 -3.191 -1.400 -0.156
F 0.032 -3.819 -0.157 -0.353
C 0.687 2.043 3.005 -1.142
C -0.598 2.568 2.271 -0.435
C -1.854 1.629 2.431 -0.339
C -1.517 0.294 1.817 0.237
N -1.202 -0.741 1.360 -0.493
H 1.495 2.774 2.966 0.376
H 1.036 1.106 2.571 0.199
H 0.500 1.741 4.035 0.332
H -0.365 2.844 1.243 0.217
H -0.871 3.557 2.641 0.449
H -2.689 2.120 1.931 0.218
H -2.199 1.476 3.453 0.394
C -4.151 1.992 -1.218 -1.152
C -2.745 2.620 -1.461 -0.077
C -1.918 1.925 -2.548 -0.449
C -1.429 0.605 -2.137 0.198
N -1.038 -0.487 -1.844 -0.456
H -4.644 1.856 -2.181 0.388
H -4.730 2.673 -0.595 0.341
H -4.133 1.047 -0.675 0.297
H -2.121 2.776 -0.581 -0.030
H -2.888 3.631 -1.842 0.337
H -1.035 2.510 -2.805 0.341
H -2.417 1.691 -3.489 0.362
C 4.628 0.003 -1.193 -1.117
C 5.004 -1.235 -0.376 -0.400
C 3.936 -1.447 0.722 -0.387
C 2.535 -1.387 0.257 0.072
N 1.447 -1.281 -0.092 -0.311
H 5.396 0.343 -1.888 0.350
H 4.515 0.902 -0.586 0.305
H 3.764 -0.224 -1.817 0.296
H 5.908 -1.079 0.213 0.297
H 5.154 -2.098 -1.024 0.309
H 4.070 -0.583 1.373 0.275
H 4.178 -2.374 1.242 0.331
```

## Properties
relative energy (zero: lowest compared OMol25 entry of this formula, charge and spin): 0.170 eV
HOMO-LUMO gap (alpha / beta): 12.32 / 3.01 eV
largest force on an atom: 4.51 eV/Å
HOMO level (alpha / beta): -14.501 / -14.491 eV
multiplicity: 2
total energy: -43049.3086 eV
total charge: +1

Below is an isolated ion of composition C17H21O4 and charge -1 at a distorted geometry, with properties calculated with ωB97M-V/def2-TZVPD.

Geometry as XYZ:
```
42
Properties=species:S:1:pos:R:3:mulliken_charge:R:1
C -1.775 -3.154 -0.073 -1.431
C -1.624 -2.088 -1.132 0.383
O -1.483 -2.337 -2.335 -0.660
C -1.553 -0.695 -0.593 0.045
C -2.598 0.233 -1.077 0.125
C -3.012 0.388 -2.427 -0.484
C -3.713 1.538 -2.819 -0.464
C -4.103 2.500 -1.876 -0.420
C -3.822 2.282 -0.515 -0.501
C -3.165 1.123 -0.119 -0.319
C 0.182 0.059 -0.723 1.324
O 0.246 0.482 -1.907 -0.923
C 0.353 1.090 0.478 -0.859
C 1.814 1.429 0.590 -1.003
C 2.664 0.138 0.922 1.236
C 2.353 -1.023 -0.086 -1.352
C 0.875 -1.247 -0.253 -0.871
O 2.436 -0.273 2.239 -0.428
C 3.663 -0.104 2.980 -0.394
C 4.708 0.378 1.987 -0.394
O 4.034 0.492 0.746 -0.492
H -2.667 -3.019 0.548 0.309
H -1.841 -4.150 -0.501 0.447
H -0.899 -3.129 0.586 0.288
H -1.564 -0.678 0.496 0.373
H -2.701 -0.350 -3.175 0.377
H -3.934 1.725 -3.876 0.327
H -4.552 3.450 -2.200 0.311
H -4.087 3.041 0.225 0.326
H -3.014 0.904 0.952 0.271
H -0.017 0.649 1.416 0.316
H -0.256 1.988 0.273 0.386
H 2.023 2.171 1.385 0.395
H 2.192 1.809 -0.386 0.281
H 2.778 -0.724 -1.067 0.292
H 2.859 -1.928 0.294 0.390
H 0.404 -1.563 0.693 0.236
H 0.700 -2.008 -1.021 0.537
H 3.953 -1.071 3.422 0.254
H 3.502 0.663 3.764 0.235
H 5.113 1.359 2.268 0.263
H 5.528 -0.349 1.893 0.269
```

## Properties
HOMO-LUMO gap: 6.04 eV
largest force on an atom: 2.74 eV/Å
HOMO level: -3.137 eV
multiplicity: 1
total energy: -26159.0249 eV
total charge: -1

What did the first record say?
Below is one molecule with the formula C4H6NP at a distorted geometry, with properties calculated with ωB97M-V/def2-TZVPD.

Geometry as XYZ:
```
12
Properties=species:S:1:pos:R:3:mulliken_charge:R:1
C 0.063 0.461 -1.499 -1.253
C -0.088 0.073 -0.041 0.685
C -0.536 1.062 0.984 -1.109
N 0.348 -1.078 0.403 -0.212
C 0.685 -2.249 0.715 0.231
P 1.370 -3.708 1.161 -0.351
H -0.316 -0.390 -2.189 0.286
H 1.069 0.583 -1.733 0.332
H -0.324 1.364 -1.592 0.456
H -0.581 2.102 0.695 0.387
H -0.002 0.850 1.971 0.306
H -1.686 0.930 1.123 0.242
```

## Properties
relative energy (zero: lowest compared OMol25 entry of this formula, charge and spin): 2.321 eV
HOMO-LUMO gap: 6.74 eV
largest force on an atom: 5.53 eV/Å
HOMO level: -7.404 eV
multiplicity: 1
total energy: -15020.8237 eV
total charge: 0